Formula: C3H5NO2S2
Source: OMol25
Level of theory: wB97M-V/def2-TZVPD

structure (SMILES) = CS/C(=N\O)C(O)=S
E_HOMO = -8.5 eV
LUMO = -0.26 eV
charge = 0
gap between HOMO and LUMO = 8.27 eV

Last column: natural (NBO) charge in e.
Atoms and positions in Å:
C1 -2.07657 0.15523 0.75275  -0.702
S1 -0.73178 1.24206 -0.09431  0.198
C2 0.57132 -0.02597 -0.16261  -0.023
N1 0.39079 -1.19718 -0.53996  -0.117
O1 -0.89763 -1.51578 -0.68019  -0.537
C3 1.98790 0.51022 -0.12936  0.241
O2 2.25464 1.66293 -0.69880  -0.656
S2 3.08848 -0.63471 0.47974  -0.100
H1 -1.52375 -0.59174 1.40387  0.228
H2 -2.53438 0.91847 1.37569  0.207
H3 -2.94249 -0.43828 0.36946  0.233
H4 -0.75900 -2.17765 -1.55343  0.497
H5 3.17246 2.09242 -0.52286  0.529

Formula: C3H5NO2S2
Source: OMol25
Level of theory: wB97M-V/def2-TZVPD

structure (SMILES) = O=C(S)CONC=S
E_HOMO = -8.8 eV
LUMO = -0.35 eV
charge = 0
gap between HOMO and LUMO = 8.43 eV

Last column: natural (NBO) charge in e.
Atoms and positions in Å:
O1 2.47592 1.65432 -0.08093  -0.511
C1 2.17284 0.40480 -0.06366  0.412
S1 3.39810 -0.97775 -0.02020  -0.086
C2 0.84129 -0.28587 -0.05274  -0.238
O2 -0.21555 0.78214 -0.15572  -0.374
N1 -1.43473 0.21149 0.51712  -0.360
C3 -2.56356 0.01040 -0.27131  -0.107
S2 -4.19138 -0.31859 -0.00775  -0.097
H1 4.50345 0.07463 0.49641  0.209
H2 0.26147 -0.94639 -0.73573  0.280
H3 0.89218 -0.65430 1.09114  0.233
H4 -1.39740 0.57052 1.60223  0.425
H5 -2.31058 -0.05107 -1.40721  0.215

Formula: C3H5NO2Si
Source: OMol25
Level of theory: wB97M-V/def2-TZVPD

E_HOMO = -8.8 eV
LUMO = 0.86 eV
charge = 0
gap between HOMO and LUMO = 9.64 eV

Last column: natural (NBO) charge in e.
Atoms and positions in Å:
C1 -2.22533 -0.63546 0.36160  -0.090
C2 -2.54336 0.71389 0.31911  0.001
C3 -0.58645 0.52471 -0.35004  0.748
N1 -0.90867 -0.74662 -0.06202  -0.537
O1 -1.49242 1.43288 -0.13523  -0.394
O2 0.56965 0.90840 -0.63636  -0.795
Si1 1.85929 0.44246 0.22950  1.195
H1 -2.70737 -1.47753 0.64324  0.212
H2 -3.32507 1.33780 0.78576  0.211
H3 2.18866 -0.91646 -0.24528  -0.170
H4 2.67033 1.62961 -0.12735  -0.196
H5 1.89001 0.58655 1.69914  -0.186

Formula: C3H5NO3
Source: OMol25
Level of theory: wB97M-V/def2-TZVPD

structure (SMILES) = C1OC[C@]2(NO2)O1
E_HOMO = -10.2 eV
LUMO = 0.90 eV
charge = 0
gap between HOMO and LUMO = 11.05 eV

Last column: natural (NBO) charge in e.
Atoms and positions in Å:
C1 0.89113 -0.17660 -1.33257  0.223
O1 1.27364 0.91195 -0.53873  -0.512
C2 0.45280 0.87337 0.61488  -0.127
C3 -0.69624 -0.04594 0.21844  0.547
N1 -1.22929 -1.00361 1.12711  -0.335
O2 -1.98124 0.17782 0.60802  -0.364
O3 -0.49097 -0.38118 -1.10537  -0.501
H1 1.44391 -1.08972 -1.05696  0.137
H2 1.04699 0.06794 -2.38380  0.183
H3 0.09319 1.88248 0.83304  0.212
H4 0.98313 0.47267 1.48703  0.196
H5 -1.59030 -1.76925 0.54839  0.341

Formula: C3H5NO3
Source: OMol25
Level of theory: wB97M-V/def2-TZVPD

structure (SMILES) = O=CNCC(=O)O
E_HOMO = -10.0 eV
LUMO = 0.45 eV
charge = 0
gap between HOMO and LUMO = 10.50 eV

Last column: natural (NBO) charge in e.
Atoms and positions in Å:
O1 2.90567 1.46688 0.09397  -0.565
C1 1.70609 1.38910 0.07438  0.537
N1 0.99290 0.22572 0.27217  -0.647
C2 -0.29311 0.11520 -0.37175  -0.327
C3 -1.07787 -1.04862 0.19303  0.786
O2 -0.98082 -1.44851 1.31748  -0.575
O3 -1.96392 -1.53170 -0.69412  -0.679
H1 1.04888 2.26365 -0.05683  0.096
H2 1.41736 -0.45278 0.88408  0.426
H3 -0.19900 0.01405 -1.44329  0.220
H4 -0.88775 0.98068 -0.07022  0.228
H5 -2.66843 -1.97366 -0.19891  0.501

Formula: C3H5NO3
Source: OMol25
Level of theory: wB97M-V/def2-TZVPD

structure (SMILES) = NOCC(O)=C=O
E_HOMO = -8.5 eV
LUMO = 0.56 eV
charge = 0
gap between HOMO and LUMO = 9.08 eV

Last column: natural (NBO) charge in e.
Atoms and positions in Å:
N1 0.66383 -0.85846 -1.49756  -0.542
O1 0.01999 0.41809 -1.36943  -0.411
C1 0.23621 0.95993 -0.09380  -0.072
C2 -0.42805 0.17970 1.03540  -0.056
O2 0.07095 0.36175 2.31661  -0.671
C3 -1.43956 -0.60475 0.79315  0.649
O3 -2.35721 -1.26162 0.49581  -0.445
H1 1.14920 -0.82183 -2.39151  0.350
H2 -0.08007 -1.55135 -1.57360  0.346
H3 1.31328 1.01505 0.12561  0.173
H4 -0.16988 1.97490 -0.15565  0.202
H5 1.02133 0.18859 2.31496  0.476

Formula: C3H5NO3
Source: OMol25
Level of theory: wB97M-V/def2-TZVPD

E_HOMO (spin up / spin down) = -8.1 / -9.2 eV
LUMO (spin up / spin down) = 0.53 / -2.22 eV
2S+1 = 3
charge = 0
gap between HOMO and LUMO (spin up / spin down) = 8.67 / 7.00 eV

Last column: natural (NBO) charge in e.
Atoms and positions in Å:
C1 1.29907 0.91782 0.01234  -0.150
C2 1.17562 -0.54869 -0.16093  0.288
C3 1.22801 -1.76061 0.27948  -0.523
N1 -2.60481 0.27919 -0.42846  0.199
O1 -1.77210 -0.59454 -0.23487  -0.163
O2 -2.38615 1.34376 0.38050  -0.529
O3 1.02807 0.21479 -1.26225  -0.462
H1 0.50921 1.51164 0.46160  0.200
H2 2.30067 1.36567 -0.07297  0.194
H3 1.05025 -2.64368 -0.50407  0.218
H4 1.37382 -2.09516 1.35110  0.234
H5 -3.20165 2.00981 0.17853  0.493

Formula: C3H5NO3S
Source: OMol25
Level of theory: wB97M-V/def2-TZVPD

structure (SMILES) = O=CNOCC(O)=S
E_HOMO = -9.1 eV
LUMO = -0.03 eV
charge = 0
gap between HOMO and LUMO = 9.11 eV

Last column: natural (NBO) charge in e.
Atoms and positions in Å:
O1 3.92156 0.13784 -0.13382  -0.543
C1 2.72309 -0.28954 -0.22663  0.507
N1 1.61467 0.43509 0.26419  -0.394
O2 0.52900 -0.49506 0.84506  -0.376
C2 -0.21303 -0.84323 -0.38309  -0.197
C3 -1.50204 0.11948 -0.21780  0.142
O3 -1.10958 1.37240 -0.13130  -0.648
S1 -3.00250 -0.21851 0.02911  0.044
H1 2.37509 -1.21233 -0.94601  0.130
H2 1.83298 1.01223 0.98566  0.385
H3 -0.48569 -1.84527 0.10900  0.239
H4 0.38915 -0.99516 -1.31424  0.221
H5 -0.15010 1.44939 -0.82380  0.489

Formula: C3H5NO3S
Source: OMol25
Level of theory: wB97M-V/def2-TZVPD

structure (SMILES) = O=CNOCC(O)=S
E_HOMO = -9.1 eV
LUMO = -0.16 eV
charge = 0
gap between HOMO and LUMO = 8.90 eV

Last column: natural (NBO) charge in e.
Atoms and positions in Å:
O1 3.10879 -1.03354 0.09140  -0.532
C1 2.36323 0.00851 0.21640  0.513
N1 1.07040 -0.21536 -0.29694  -0.402
O2 0.13484 0.88791 -0.59307  -0.385
C2 -1.09203 0.89991 0.17883  -0.160
C3 -2.00304 -0.43153 -0.04579  0.202
O3 -1.09123 -1.55418 -0.16496  -0.703
S1 -3.67365 -0.40833 0.00644  -0.031
H1 2.44001 1.11264 0.65670  0.177
H2 1.17146 -0.73902 -1.10380  0.408
H3 -1.63960 1.81441 -0.05091  0.242
H4 -0.71398 0.78727 1.21312  0.197
H5 -0.07519 -1.12867 -0.10741  0.475

Formula: C3H5NO4
Source: OMol25
Level of theory: wB97M-V/def2-TZVPD

structure (SMILES) = O=[N+]([O-])C1(O)COC1
E_HOMO = -10.4 eV
LUMO = -0.44 eV
charge = 0
gap between HOMO and LUMO = 9.94 eV

Last column: natural (NBO) charge in e.
Atoms and positions in Å:
O1 -0.67193 0.39949 -2.03130  -0.356
N1 -1.09851 0.39554 -0.88261  0.524
O2 -2.21308 0.64492 -0.56963  -0.365
C1 -0.18458 0.25254 0.24479  0.262
O3 -0.83380 0.74641 1.36584  -0.675
C2 0.21885 -1.23703 0.42617  -0.064
O4 1.51810 -0.96611 -0.04241  -0.526
C3 1.32394 0.43256 -0.12994  -0.086
H1 -1.62915 1.11150 0.90612  0.485
H2 0.21541 -1.55560 1.56637  0.197
H3 -0.18259 -1.93552 -0.23175  0.192
H4 1.50781 0.80560 -1.16415  0.210
H5 2.02953 0.90571 0.54251  0.202

Formula: C3H5NO4
Source: OMol25
Level of theory: wB97M-V/def2-TZVPD

E_HOMO = -7.6 eV
LUMO = 0.66 eV
charge = 0
gap between HOMO and LUMO = 8.29 eV

Last column: natural (NBO) charge in e.
Atoms and positions in Å:
C1 -1.04081 0.17330 0.00236  0.715
C2 0.15154 -0.76189 -0.04713  0.022
C3 0.95181 0.30909 0.02425  0.422
N1 2.27302 0.64604 -0.04969  -0.819
O1 -1.85879 0.29856 -1.09510  -0.707
O2 -1.80089 0.07250 1.12077  -0.686
O3 0.29607 -2.11844 -0.12882  -0.674
O4 -0.06408 1.27447 0.06359  -0.532
H1 -1.33056 0.40672 -1.89403  0.492
H2 -2.50123 0.73798 1.08194  0.485
H3 -0.44436 -2.53064 0.33124  0.487
H4 2.47084 1.56728 0.31157  0.396
H5 2.89746 -0.07496 0.27903  0.397

Formula: C3H5NO4
Source: OMol25
Level of theory: wB97M-V/def2-TZVPD

E_HOMO = -10.8 eV
LUMO = -1.20 eV
charge = 0
gap between HOMO and LUMO = 9.63 eV

Last column: natural (NBO) charge in e.
Atoms and positions in Å:
C1 0.15293 -0.59967 -0.13266  -0.188
C2 -0.96660 0.06333 -0.14746  0.342
C3 1.46505 0.00026 0.21328  -0.093
N1 -2.33512 -0.30580 -0.08652  0.463
O1 -2.50262 -1.50108 0.01615  -0.337
O2 -3.12547 0.63412 -0.06961  -0.336
O3 -0.48833 2.00214 -0.24549  -0.749
O4 2.49406 -0.96525 0.18254  -0.755
H1 0.10690 -1.68174 -0.10437  0.263
H2 1.57155 0.48480 1.14611  0.222
H3 1.58878 0.75595 -0.63646  0.215
H4 -1.08486 2.20453 0.44508  0.455
H5 3.12374 -1.09159 -0.58059  0.497

Formula: C3H5NOS
Source: OMol25
Level of theory: wB97M-V/def2-TZVPD

E_HOMO (spin up / spin down) = -8.8 / -8.8 eV
LUMO (spin up / spin down) = -0.04 / -0.04 eV
charge = 0
gap between HOMO and LUMO (spin up / spin down) = 8.79 / 8.80 eV

Last column: natural (NBO) charge in e.
Atoms and positions in Å:
C1 -0.77599 -0.59566 -1.12683  -0.088
C2 0.09756 0.20233 -1.68216  -0.488
C3 0.38327 -0.42223 1.45942  -0.462
N1 -0.79396 0.35876 0.92796  -0.070
O1 -0.40086 1.58553 0.40045  -0.498
S1 0.77928 1.60872 -0.82500  0.522
H1 -1.57699 -1.30762 -1.20612  0.235
H2 0.42405 0.30054 -2.67554  0.253
H3 1.00630 -0.51243 0.68371  0.189
H4 0.85452 0.13576 2.27698  0.199
H5 0.00283 -1.35369 1.76713  0.209

Formula: C3H5NOS
Source: OMol25
Level of theory: wB97M-V/def2-TZVPD

structure (SMILES) = C=CSC(N)=O
E_HOMO = -8.8 eV
LUMO = 0.68 eV
charge = 0
gap between HOMO and LUMO = 9.51 eV

Last column: natural (NBO) charge in e.
Atoms and positions in Å:
C1 -0.80430 0.13915 -2.19583  -0.408
C2 -0.79386 0.22731 -0.87855  -0.329
S1 0.26056 -0.85899 0.05601  0.151
C3 0.24858 -0.06656 1.67888  0.546
N1 1.03725 -0.69885 2.55940  -0.825
O1 -0.43352 0.89466 1.89859  -0.607
H1 -1.41942 0.76860 -2.81163  0.211
H2 -0.19201 -0.58821 -2.70340  0.198
H3 -1.34265 0.91978 -0.26448  0.248
H4 1.12207 -0.31055 3.48598  0.410
H5 1.62143 -1.46766 2.28958  0.405

Formula: C3H5NOS2
Source: OMol25
Level of theory: wB97M-V/def2-TZVPD

structure (SMILES) = O/N=C(\C=S)CS
E_HOMO = -9.1 eV
LUMO = -1.48 eV
charge = 0
gap between HOMO and LUMO = 7.59 eV

Last column: natural (NBO) charge in e.
Atoms and positions in Å:
O1 2.38035 -0.64241 -0.38415  -0.548
N1 1.09452 -0.88666 0.11492  -0.054
C1 0.29378 0.15772 0.07742  0.058
C2 0.60475 1.42950 -0.41114  -0.305
S1 -0.35123 2.71811 -0.06743  0.096
C3 -1.01075 -0.18287 0.65656  -0.529
S2 -2.52418 -0.39232 -0.41718  -0.058
H1 2.74059 -1.51418 -0.27866  0.484
H2 1.51347 1.55138 -0.96709  0.230
H3 -0.92421 -1.12120 1.19755  0.249
H4 -1.41542 0.59248 1.28463  0.249
H5 -2.40166 -1.70956 -0.80543  0.130

Formula: C3H5NOS2
Source: OMol25
Level of theory: wB97M-V/def2-TZVPD

E_HOMO = -9.0 eV
LUMO = 0.60 eV
charge = 0
gap between HOMO and LUMO = 9.59 eV

Last column: natural (NBO) charge in e.
Atoms and positions in Å:
C1 -1.04417 0.40713 0.75306  0.000
C2 -0.72414 0.57633 -0.77878  -0.126
C3 1.22019 -0.28758 0.04248  0.114
N1 -0.10434 0.03474 1.44901  -0.362
O1 0.36678 -0.33962 -0.98178  -0.531
S1 2.31687 1.22296 -0.01029  -0.048
S2 2.23550 -1.76480 0.11827  0.041
H1 -1.94298 0.72476 1.24158  0.205
H2 -1.56274 0.40143 -1.32390  0.205
H3 -0.27389 1.56341 -0.84321  0.199
H4 1.52055 2.10358 0.66907  0.141
H5 1.36805 -2.64408 -0.62991  0.161

Formula: C3H5NOS3
Source: OMol25
Level of theory: wB97M-V/def2-TZVPD

structure (SMILES) = CS/C(=N\O)C(=S)S
E_HOMO = -9.0 eV
LUMO = -0.88 eV
charge = 0
gap between HOMO and LUMO = 8.07 eV

Last column: natural (NBO) charge in e.
Atoms and positions in Å:
C1 -1.52081 -1.21798 0.79433  -0.711
S1 -1.26020 -0.48999 -0.90455  0.194
C2 0.18766 0.47117 -0.48436  -0.086
N1 0.14299 1.74779 -0.42037  -0.037
O1 -1.01752 2.35825 -0.45706  -0.489
C3 1.57542 -0.17040 -0.38219  -0.336
S2 1.93573 -1.72863 -0.63909  0.052
S3 2.71428 1.12935 -0.07887  0.138
H1 -1.57310 -0.38534 1.51216  0.231
H2 -0.80629 -2.05163 1.04551  0.241
H3 -2.48113 -1.72401 0.62061  0.228
H4 -1.70830 1.65526 -0.71742  0.449
H5 3.81127 0.40617 0.11129  0.126

Formula: C3H5NS
Source: OMol25
Level of theory: wB97M-V/def2-TZVPD

E_HOMO = -8.4 eV
LUMO = 0.39 eV
charge = 0
gap between HOMO and LUMO = 8.79 eV

Last column: natural (NBO) charge in e.
Atoms and positions in Å:
C1 -1.07857 -0.44316 0.06442  0.280
C2 2.47153 1.18062 -0.39462  -0.458
C3 -2.47380 -0.37669 0.13946  -0.709
N1 -0.02089 -0.66322 -0.25771  -0.321
S1 3.59548 0.13756 0.13285  0.214
H1 2.80804 -0.50104 1.13663  0.107
H2 3.11510 1.93588 -1.03503  0.138
H3 -2.80713 -0.92652 0.88665  0.239
H4 -2.92669 0.61095 0.08109  0.252
H5 -2.68306 -0.95437 -0.75375  0.258

Formula: C3H5NS
Source: OMol25
Level of theory: wB97M-V/def2-TZVPD

E_HOMO = -8.3 eV
LUMO = 0.78 eV
charge = 0
gap between HOMO and LUMO = 9.11 eV

Last column: natural (NBO) charge in e.
Atoms and positions in Å:
C1 -1.08105 0.01928 -0.01733  0.156
C2 0.07933 0.95034 -0.03276  -0.480
C3 1.00201 -0.31765 0.07007  -0.210
H1 -0.07457 1.72733 0.75658  0.242
H2 0.29987 1.55440 -0.91820  0.242
H3 1.72838 -0.31819 -0.74230  0.191
H4 1.56072 -0.52737 0.97051  0.200
H5 -0.51624 -2.00498 0.03184  0.409
N1 -0.23592 -1.00086 -0.11925  -0.560
S1 -2.76253 -0.08230 0.00083  -0.192

Formula: C3H5NS2
Source: OMol25
Level of theory: wB97M-V/def2-TZVPD

E_HOMO = -8.6 eV
LUMO = -0.59 eV
charge = 0
gap between HOMO and LUMO = 7.99 eV

Last column: natural (NBO) charge in e.
Atoms and positions in Å:
C1 -1.29541 1.13950 -0.02609  -0.697
C2 -1.51014 -0.36399 -0.08889  -0.296
C3 2.30127 -0.76126 0.07066  -0.106
H1 -2.24275 1.90209 0.25049  0.260
H2 -0.75321 1.40704 -0.91335  0.245
H3 -0.36558 1.14862 0.77191  0.238
H4 2.99517 -0.08266 -0.45776  0.215
H5 2.51136 -1.88586 1.23638  0.226
N1 1.24370 -0.09081 -0.47526  -0.575
S1 -2.93366 -1.09278 -0.12946  0.052
S2 0.04925 -1.31989 -0.23863  0.438

Summary of calculated total energy in a.u.
-1118.7836, -1118.7329, -612.0118, -397.6866, -397.8032, -397.6663, -397.4965, -795.8003, -795.8266, -472.8619, -472.9809, -472.7689, -645.2637, -645.4927, -1043.5835, -1043.5781, -1441.7802, -570.0974, -570.2061, -968.2231
(order as listed above)
Summary of energy above the lowest of the compared OMol25 structures with the same formula, charge and spin in eV
4.458, 5.837, 2.496, 4.083, 0.912, 4.638, 3.333, 5.348, 4.633, 5.647, 2.409, 8.178, 6.748, 0.518, 2.877, 3.023, 2.411, 3.733, 0.774, 6.039
(order as listed above)